(1)
C28H31GeMnN5O8SSe | ωB97M-V/def2-TZVPD

```
76
Properties=species:S:1:pos:R:3:forces:R:3
Mn -0.8470 -0.5903 0.8010 -0.7 0.1 -0.5
O 0.5931 3.6733 1.5187 -0.1 0.0 -0.4
C 0.6838 3.6110 2.8470 0.1 0.2 0.2
C 0.9957 4.7869 3.5442 0.0 -0.1 -0.2
C 1.0700 4.7838 4.9209 0.0 -0.1 0.2
C 0.8558 3.6056 5.6353 0.0 -0.1 0.0
C 0.5711 2.4367 4.9417 0.0 0.1 0.3
C 0.4829 2.4176 3.5556 -0.1 -0.3 0.0
C 0.1381 1.1565 2.8194 0.3 0.1 0.6
O -0.1825 1.2763 1.5907 0.0 0.1 -0.2
N 0.2154 0.0400 3.5069 0.0 0.0 -0.3
N -0.1597 -1.0517 2.7072 0.2 2.9 -0.3
C -0.0808 -2.1546 3.2521 0.0 -3.1 1.1
C -0.4750 -3.4406 2.6445 0.1 0.2 0.0
C -0.3686 -4.5705 3.4508 0.0 -0.1 0.2
C -0.7478 -5.8309 3.0314 0.0 -0.2 -0.1
C -1.2250 -5.9860 1.7219 0.1 0.0 0.3
C -1.3108 -4.9065 0.8774 0.0 0.3 0.0
C -0.9704 -3.5827 1.3000 0.3 -0.4 0.5
O -1.0705 -2.6078 0.4870 -0.1 -0.1 -0.5
H 0.2460 2.7760 1.2301 0.1 0.2 0.1
H 1.1617 5.6913 2.9692 -0.1 0.0 0.0
H 1.2796 5.7095 5.4481 0.0 0.0 0.0
H 0.8971 3.6040 6.7187 0.0 0.0 0.0
H 0.3862 1.5020 5.4622 0.1 0.1 0.0
H 0.2939 -2.1655 4.2813 -0.1 -0.3 0.0
H 0.0130 -4.4347 4.4623 -0.1 0.0 -0.1
H -0.6765 -6.6787 3.7013 0.0 0.0 0.0
H -1.5321 -6.9660 1.3701 0.0 0.0 0.0
H -1.6725 -5.0194 -0.1402 0.0 0.1 0.1
O -5.8292 2.5226 -1.1975 -0.7 0.5 -0.3
C -4.8987 1.9094 -0.7358 0.6 -0.5 0.3
C -3.5415 1.7673 -1.3531 0.1 0.0 0.3
O -3.1124 2.4042 -2.3181 0.0 -0.1 -0.2
C -2.8648 0.7648 -0.5638 -0.3 -0.2 0.5
C -3.5779 0.4880 0.6563 0.1 0.2 -0.3
O -3.0940 -0.2018 1.5828 0.2 -0.1 -0.1
C -4.9068 1.1223 0.5611 0.6 0.0 -0.5
O -5.8358 1.0256 1.3280 -0.7 0.0 0.6
O -1.7481 0.1857 -0.7889 0.1 0.5 -1.1
C -0.5430 -0.0203 -7.3132 0.0 -0.1 -0.3
Ge -0.7390 0.2744 -5.3752 -0.1 0.0 -0.2
C -1.8311 1.8552 -5.1554 -0.1 0.2 0.2
C -1.5375 -1.3004 -4.5730 -0.2 -0.2 0.3
C 1.0802 0.4712 -4.6987 0.2 0.1 0.2
Se 1.2850 0.0932 -2.7907 0.1 0.0 -0.2
C 0.5543 1.7555 -2.1061 0.0 0.0 0.0
H -1.5274 -0.0889 -7.7969 0.2 0.0 0.1
H 0.0104 -0.9453 -7.5203 -0.1 0.2 0.0
H 0.0022 0.8193 -7.7647 -0.1 -0.2 0.0
H -2.7918 1.7014 -5.6588 0.1 0.1 0.1
H -1.3394 2.7303 -5.5922 0.0 -0.1 0.0
H -2.0328 2.0538 -4.0965 -0.1 0.0 -0.2
H -2.5781 -1.4226 -4.8944 0.2 0.0 0.0
H -1.5161 -1.1940 -3.4806 -0.1 0.0 -0.2
H -0.9679 -2.1957 -4.8470 -0.1 0.1 0.0
H 1.4818 1.4660 -4.9065 0.0 -0.1 0.0
H 1.7191 -0.2624 -5.1950 0.0 0.0 -0.1
H 1.1749 2.5915 -2.4233 0.0 0.0 0.0
H 0.5834 1.6557 -1.0234 0.0 0.0 0.0
H -0.4812 1.8883 -2.4130 0.0 -0.1 0.1
C 5.1054 1.1914 1.2467 -0.1 -0.1 0.0
C 4.5004 -0.0026 1.9918 -0.1 0.0 -0.2
C 3.4384 -0.6848 1.1701 0.1 -0.3 0.1
N 2.4138 -0.0981 0.6920 -0.7 -0.1 -0.4
N 1.5645 -0.9429 -0.0207 0.0 1.3 0.6
C 2.0007 -2.1496 -0.1008 0.3 -0.3 0.2
N 1.3927 -3.1243 -0.8321 0.0 0.1 -0.2
S 3.4852 -2.3795 0.7580 0.4 -0.3 0.1
H 5.8180 1.7181 1.8854 0.0 0.0 0.0
H 4.3156 1.8832 0.9552 0.0 0.0 0.0
H 5.6228 0.8628 0.3429 0.0 0.0 0.0
H 4.0507 0.3384 2.9257 -0.1 0.0 0.0
H 5.2766 -0.7275 2.2434 0.0 0.0 0.0
H 0.4391 -2.8468 -1.0500 -0.1 -0.1 0.1
H 1.4150 -4.0367 -0.4101 0.0 -0.2 0.1
```
Forces are in eV/Å.

## Properties
Total charge: -2
2S+1: 6
Kohn-Sham gap (spin up / spin down) (eV): 4.979 / 5.085
E_HOMO (spin up / spin down) (eV): -1.29 / -1.39

Mulliken atomic charge list, values in e, 2 entries: atom 1 (Mn): 0.9442, atom 2 (O): -0.7550

---

(2)
C6H12O | ωB97M-V/def2-TZVPD

```
19
Properties=species:S:1:pos:R:3:forces:R:3
C 2.6964 -0.1324 -0.1988 0.0 0.0 -0.1
C 1.8715 0.3990 0.9389 -0.2 -0.1 0.1
C 0.6378 -0.0054 1.2396 0.2 0.2 0.0
O 0.0145 -1.0098 0.5598 0.2 0.0 0.0
C -1.4047 -0.9521 0.5759 -0.3 0.0 0.0
C -1.9493 0.2811 -0.1416 0.0 0.0 0.0
C -1.2944 0.4995 -1.5047 -0.1 0.0 0.0
H 3.4695 -0.8260 0.1561 -0.1 0.1 0.0
H 2.0742 -0.6722 -0.9196 0.1 0.1 0.1
H 3.2090 0.6824 -0.7238 -0.1 -0.1 0.1
H 2.3131 1.1538 1.5848 -0.1 -0.1 -0.1
H 0.0653 0.4352 2.0593 0.1 -0.1 -0.1
H -1.7667 -0.9859 1.6157 0.1 0.0 -0.1
H -1.7310 -1.8702 0.0766 0.1 0.1 0.0
H -3.0349 0.1616 -0.2540 0.2 0.0 0.1
H -1.7943 1.1662 0.4904 0.0 -0.1 -0.1
H -0.2112 0.5755 -1.4022 0.0 0.0 0.0
H -1.6551 1.4266 -1.9602 0.0 -0.1 0.0
H -1.5097 -0.3269 -2.1923 0.0 0.1 0.1
```
Forces are in eV/Å.

## Properties
SMILES: C/C=C\OCCC
ΔE to the lowest compared entry with this formula, charge and spin (eV): 1.1068
Kohn-Sham gap (eV): 9.643
E_HOMO (eV): -8.52

Mulliken atomic charge list, values in e, 2 entries: atom 1 (C): -1.0732, atom 2 (C): -0.1271

---

(3)
C6H10N2O2S | ωB97M-V/def2-TZVPD

```
21
Properties=species:S:1:pos:R:3:forces:R:3
C -2.7889 1.6489 -0.0592 -0.4 1.2 0.7
C 0.2247 -0.5481 1.4583 0.4 0.1 0.7
C -3.9744 2.1989 0.2015 0.2 0.0 0.0
C 1.9779 -0.8549 -1.3763 0.1 -0.1 0.2
C 2.8596 -1.1142 -0.1633 -0.1 0.3 0.0
C 2.6153 -0.0926 0.9523 0.8 -0.1 -0.3
N -2.5760 0.4143 -0.5806 -0.2 -2.0 -0.4
N 1.3671 -0.2645 1.6013 -0.1 0.1 0.0
O -0.9066 -0.8038 1.5678 -0.9 -0.3 -0.2
O -2.7294 -1.9615 -1.0520 -0.3 -0.4 0.2
S -3.1765 -0.9261 -0.1508 0.8 1.3 -0.7
H -1.8762 2.2282 0.0498 0.0 0.0 0.0
H -4.8909 1.6568 0.0463 -0.2 -0.1 -0.1
H -4.0542 3.2220 0.5213 0.1 0.2 0.1
H 2.1710 0.1420 -1.7671 -0.1 0.1 -0.1
H 2.1935 -1.5779 -2.1594 -0.1 0.0 -0.1
H 0.9216 -0.9355 -1.1237 -0.1 0.0 -0.1
H 3.9088 -1.0428 -0.4556 0.0 0.0 0.0
H 2.6849 -2.1212 0.2197 0.1 0.0 0.1
H 3.3785 -0.1917 1.7282 0.0 0.1 -0.2
H 2.6703 0.9235 0.5414 0.1 -0.1 0.1
```
Forces are in eV/Å.

## Properties
ΔE to the lowest compared entry with this formula, charge and spin (eV): 3.1312
Kohn-Sham gap (spin up / spin down) (eV): 8.622 / 8.623
E_HOMO (spin up / spin down) (eV): -9.14 / -9.14

Mulliken atomic charge list, values in e, 2 entries: atom 1 (C): 0.1816, atom 2 (C): 0.5805

---

(4)
CH5INP | ωB97M-V/def2-TZVPD

```
9
Properties=species:S:1:pos:R:3:forces:R:3
C -1.3033 -0.2944 -0.4884 1.4 0.1 -1.3
N -0.1204 -0.0862 0.3714 0.5 1.4 -2.1
P 1.1922 0.8791 -0.1142 -0.4 -1.2 -0.1
I 3.6000 -0.3137 0.0899 -1.2 0.3 -0.2
H -2.2021 -0.0534 0.1034 0.2 -0.7 -0.5
H -1.2453 0.4147 -1.3691 -0.1 -0.4 1.2
H -1.1978 -1.2833 -0.9993 -0.9 0.4 0.8
H -0.1042 -0.5445 1.2365 -0.1 -0.6 1.2
H 1.3809 1.2818 1.1698 0.7 0.6 1.0
```
Forces are in eV/Å.

## Properties
SMILES: CNPI
ΔE to the lowest compared entry with this formula, charge and spin (eV): 0.9599
Kohn-Sham gap (eV): 8.670
E_HOMO (eV): -8.95

Mulliken atomic charge list, values in e, 2 entries: atom 1 (C): -0.6605, atom 2 (N): -0.2252

---

Number 1: total energy -217391.3309 eV. Number 2: total energy -8463.2471 eV. Number 3: total energy -24292.6771 eV. Number 4: total energy -19997.4678 eV.